No. 1
{
  "formula": "C21H60F3HfN2O17S",
  "method": "ωB97M-V/def2-TZVPD",
  "species": ["H", "H", "H", "F", "C", "H", "H", "O", "H", "H", "N", "H", "O", "C", "C", "O", "H", "H", "H", "O", "H", "H", "H", "C", "O", "C", "C", "H", "H", "C", "H", "O", "H", "C", "H", "H", "O", "H", "H", "H", "F", "H", "H", "O", "H", "H", "O", "H", "H", "H", "H", "O", "C", "H", "H", "H", "H", "C", "H", "H", "H", "C", "C", "H", "O", "H", "C", "H", "Hf", "O", "H", "C", "H", "H", "H", "C", "H", "C", "O", "C", "H", "O", "C", "H", "H", "H", "H", "O", "C", "H", "H", "S", "H", "H", "O", "N", "C", "H", "F", "H", "O", "H", "H", "H", "C"],
  "xyz": [[3.966, 10.121, 1.954], [7.105, 8.962, 1.029], [5.130, 5.447, -5.878], [7.411, 9.711, -3.618], [11.315, 10.061, -3.659], [11.620, 13.079, -4.810], [2.604, 6.647, 1.159], [4.902, 5.561, -4.942], [8.987, 12.152, -1.671], [7.034, 8.428, 2.699], [2.622, 10.977, -1.535], [1.851, 15.217, 0.409], [4.973, 13.556, -4.826], [5.865, 13.243, -3.817], [6.240, 5.915, 0.352], [8.303, 10.026, 2.407], [2.829, 7.149, -0.486], [1.194, 6.971, 0.042], [6.076, 5.592, 1.378], [5.813, 7.231, -2.700], [3.735, 10.088, -7.235], [9.470, 9.389, 0.839], [5.874, 9.939, 4.316], [3.762, 6.457, -4.914], [7.874, 13.911, -4.955], [7.139, 9.322, 2.070], [5.688, 10.747, 3.607], [3.005, 11.749, -7.141], [7.683, 14.099, -2.927], [7.113, 14.206, -3.846], [4.388, 12.034, -1.597], [4.763, 8.807, -1.153], [2.522, 10.692, -2.511], [7.698, 5.867, -0.048], [2.014, 4.582, 0.471], [4.665, 12.695, -5.188], [11.914, 12.223, -4.481], [2.071, 5.536, -3.895], [2.997, 5.357, -1.950], [1.277, 10.142, -7.115], [7.895, 8.889, -1.644], [6.010, 11.035, 1.445], [4.016, 10.326, -4.839], [3.525, 14.278, -0.246], [7.415, 13.998, -5.799], [2.010, 12.884, 0.079], [9.969, 13.565, -0.480], [4.681, 9.213, 0.850], [3.089, 6.119, -5.707], [9.350, 14.185, -0.877], [11.815, 10.314, -2.727], [2.007, 8.844, -5.680], [2.189, 6.541, 0.155], [9.852, 8.917, -4.362], [1.388, 10.833, -5.494], [5.479, 13.374, -2.785], [10.328, 9.939, 2.269], [5.913, 10.237, 2.192], [8.234, 6.611, 0.549], [4.717, 11.144, 3.918], [2.474, 7.113, -3.293], [2.911, 15.169, 0.683], [9.411, 12.269, -0.666], [8.178, 4.951, 0.315], [7.875, 6.023, -1.471], [4.746, 4.649, -0.083], [9.463, 9.369, 1.936], [6.333, 11.600, 3.836], [6.137, 4.991, -2.903], [3.700, 5.542, -2.622], [1.735, 13.277, -2.618], [7.049, 9.588, -2.364], [3.652, 12.424, 0.601], [3.148, 14.844, 1.699], [8.828, 6.213, -1.555], [2.805, 13.088, -2.695], [10.378, 11.160, -5.301], [1.890, 10.176, -6.209], [2.246, 5.173, -0.251], [2.914, 6.189, -3.671], [10.030, 11.808, -3.725], [10.252, 9.137, -3.518], [3.075, 12.968, -0.159], [12.078, 9.624, -4.310], [9.573, 8.342, 2.303], [3.278, 10.247, -1.244], [3.300, 16.178, 0.565], [4.708, 9.187, -3.552], [3.315, 12.274, -1.509], [2.968, 12.549, -3.633], [8.641, 12.097, 0.090], [5.423, 8.636, -2.423], [3.379, 14.006, -2.832], [6.660, 15.203, -3.864], [4.027, 11.068, -5.461], [4.705, 9.425, 1.851], [10.830, 11.340, -4.316], [3.988, 7.494, -5.131], [6.873, 10.754, -1.809], [10.208, 11.528, -0.626], [5.450, 5.105, -0.571], [1.318, 8.820, -5.008], [5.857, 6.936, 0.312], [6.145, 12.192, -3.933], [3.213, 10.823, -6.615]],
  "e_homo_ev": -15.3,
  "e_tot_ev": -80795.497,
  "total_charge": 3
}

***

No. 2
{
  "formula": "C21H60O21S6",
  "method": "ωB97M-V/def2-TZVPD",
  "species": ["C", "H", "H", "O", "H", "H", "S", "H", "H", "C", "O", "H", "C", "O", "H", "H", "C", "H", "O", "C", "H", "H", "O", "H", "H", "H", "C", "C", "H", "H", "H", "H", "H", "H", "H", "C", "O", "O", "H", "C", "O", "H", "H", "H", "H", "O", "C", "H", "H", "H", "H", "H", "H", "H", "C", "O", "O", "H", "C", "C", "S", "H", "O", "O", "C", "H", "H", "C", "H", "H", "H", "C", "H", "S", "H", "H", "H", "C", "H", "H", "H", "C", "S", "O", "H", "O", "H", "H", "H", "H", "O", "O", "O", "H", "H", "C", "H", "H", "O", "O", "S", "O", "H", "S", "H", "H", "C", "C"],
  "xyz": [[3.602, 2.414, 4.491], [-1.967, -4.373, -1.830], [-6.081, -2.168, -1.694], [-3.915, -3.605, -1.737], [2.513, -3.398, 3.035], [0.197, -2.093, 6.074], [4.157, 0.403, 2.875], [-1.371, 1.050, -5.094], [1.460, -0.793, 5.959], [-2.915, -4.592, -1.367], [2.005, 3.722, -2.897], [-2.337, -1.828, 2.887], [-2.589, 0.406, 2.472], [0.377, 5.040, -4.250], [-5.259, -1.801, -3.238], [-0.283, -0.569, 6.588], [4.446, 3.367, -3.556], [-4.088, 6.535, -2.796], [-3.677, -1.835, -0.109], [-0.478, -0.090, -0.526], [5.293, 2.942, -3.013], [3.705, -3.456, -1.757], [0.554, -1.099, -2.637], [-5.375, -0.542, -1.989], [-5.116, 4.997, -2.504], [-2.892, 1.295, 2.933], [3.384, 3.401, -2.443], [-0.604, 1.780, -3.131], [3.033, 4.538, 4.006], [-4.152, 2.062, -2.996], [-0.466, -4.521, 3.550], [-1.394, -0.139, -1.168], [0.552, 6.963, -2.461], [-3.051, -6.761, -1.146], [-5.476, 2.939, -4.848], [-5.288, -1.612, -2.165], [0.395, -4.337, -0.978], [2.392, -5.791, -1.061], [4.814, 4.263, 4.149], [-2.505, -0.855, 3.380], [3.839, 2.015, 3.127], [-0.531, 2.850, -3.135], [-0.414, -1.014, 0.063], [4.181, -3.620, 2.992], [-0.386, 0.848, 0.056], [0.238, -1.836, 3.346], [2.717, -3.174, -1.598], [0.072, -5.996, 4.398], [-3.110, 4.286, -2.675], [-3.524, -0.967, 3.878], [3.521, 4.203, -1.727], [2.097, 6.599, -1.604], [-3.713, -6.065, -2.734], [-4.733, 6.103, -1.191], [-4.488, 2.438, -4.866], [5.265, 0.286, 1.939], [-1.634, -0.746, 4.482], [-4.486, -6.008, -1.115], [1.179, 6.156, -2.022], [2.725, 0.017, 1.983], [0.817, 0.000, -1.690], [2.668, -2.209, -1.079], [0.664, 1.385, -2.297], [2.138, 0.092, -1.056], [3.263, -4.074, 2.690], [3.981, -4.592, 0.627], [-0.238, 0.091, -4.217], [3.373, -3.909, 1.211], [2.584, 2.227, 4.729], [4.672, 4.403, -3.898], [0.481, 1.481, -4.980], [-0.791, -5.279, 4.246], [3.320, 2.407, -1.973], [1.800, -4.474, -0.756], [3.732, 4.391, 5.558], [-0.996, -4.995, 6.184], [4.294, 1.929, 5.191], [-3.594, -5.945, -1.647], [3.188, -5.099, 3.001], [-4.647, 1.407, -5.021], [2.791, 0.197, 0.933], [3.802, 3.958, 4.558], [-3.748, -2.109, -1.528], [-1.088, -4.462, 5.421], [-2.771, -4.559, -0.275], [-3.184, 4.871, -1.901], [-1.674, -5.792, 3.933], [0.491, 5.671, -1.340], [4.207, 2.859, -4.505], [-3.886, 2.912, -5.643], [-2.761, -1.499, -2.371], [1.972, -4.134, 0.772], [-3.733, 2.620, -3.652], [2.154, -3.082, -2.515], [2.589, -1.070, 2.122], [-4.350, 5.682, -2.139], [-1.532, 0.499, 2.165], [3.714, -2.862, 0.986], [4.185, -0.214, 4.180], [0.290, 0.581, 3.869], [1.586, 5.152, -3.497], [2.723, 5.841, -4.082], [-1.485, 1.405, -2.620], [-0.062, -0.762, 4.242], [1.849, 0.457, 2.476], [-3.203, 0.291, 1.586], [0.424, -1.023, 5.896], [-0.423, 1.097, -4.503]],
  "e_homo_ev": -10.2,
  "e_above_lowest_kj_mol": 191.0,
  "e_tot_ev": -130753.074,
  "smiles": "CCOS(C)(=O)=O.CCOS(C)(=O)=O.CCOS(C)(=O)=O.CCOS(C)(=O)=O.CCOS(C)(=O)=O.CCOS(C)(=O)=O.CO.CO.CO",
  "total_charge": 0
}